Here is an isolated molecule of C17H20N2O2S at a distorted geometry from OMol25. Energies are from ωB97M-V/def2-TZVPD.

Properties
Structure (SMILES) ... O=S(=O)(Cc1ccccc1)N1CCN(c2ccccc2)CC1
Relative energy (zero: lowest compared OMol25 entry of this formula, charge and spin) ... 1.907 eV
Highest occupied orbital energy ... -7.46 eV
F_max ... 1.11 eV/Å
DFT total energy ... -1317.95953 Ha

Atoms and positions in Å:
O (-0.12468, -0.54716, -2.26151)
S (0.40809, 0.22731, -1.17924)
O (1.50641, -0.29684, -0.42319)
C (0.91514, 1.84288, -1.88282)
C (1.21309, 2.76228, -0.75847)
C (0.25965, 3.66970, -0.31002)
C (0.51731, 4.47407, 0.78580)
C (1.72830, 4.37640, 1.45012)
C (2.68257, 3.47325, 1.01100)
C (2.42829, 2.67146, -0.08730)
N (-0.83293, 0.71860, -0.15762)
C (-2.15501, 0.19325, -0.43702)
C (-2.49260, -0.93967, 0.55537)
N (-1.29822, -1.62199, 0.98532)
C (-0.74828, -2.65417, 0.23102)
C (-1.27799, -3.05208, -0.99773)
C (-0.73973, -4.12127, -1.68734)
C (0.33402, -4.82767, -1.17719)
C (0.85472, -4.45636, 0.05011)
C (0.31757, -3.39563, 0.75050)
C (-0.44277, -0.75980, 1.77632)
C (-0.49897, 0.69151, 1.24971)
H (0.07738, 2.16454, -2.49310)
H (1.78163, 1.62643, -2.50176)
H (-0.68691, 3.74372, -0.82474)
H (-0.22864, 5.17860, 1.12294)
H (1.92862, 5.00304, 2.30631)
H (3.62798, 3.39343, 1.52652)
H (3.16399, 1.95669, -0.42237)
H (-2.13003, -0.17322, -1.46298)
H (-2.88395, 1.00881, -0.36213)
H (-2.95861, -0.51628, 1.45292)
H (-3.19332, -1.65017, 0.11815)
H (-2.09951, -2.51882, -1.44715)
H (-1.16245, -4.39555, -2.64306)
H (0.75679, -5.65629, -1.72503)
H (1.68447, -5.00371, 0.47425)
H (0.72628, -3.15065, 1.71882)
H (-0.75951, -0.78585, 2.82838)
H (0.58509, -1.10877, 1.70077)
H (0.47021, 1.17181, 1.37199)
H (-1.25347, 1.28418, 1.77544)

Cartesian forces (eV/Å) of the 2 atoms listed first:
-0.2 0.1 -0.1
-0.1 0.8 -0.7